Entry from the Open Molecules 2025 dataset: a molecular structure, C6H16O6RbS2 (ωB97M-V/def2-TZVPD).

Geometry as XYZ:
```
31
Properties=species:S:1:pos:R:3
C -2.89 1.76 -0.89
H -3.88 2.07 -1.23
C 1.03 -0.73 -3.11
H 3.53 -2.83 1.32
O -1.13 2.11 1.07
Rb 1.64 2.01 0.09
H 4.11 -3.02 -0.39
O 0.08 -0.23 -0.61
H 0.28 0.24 2.42
H -2.38 1.55 2.62
S -2.23 3.00 0.23
H 0.25 -0.29 -3.72
H -0.90 0.09 3.78
O 1.41 -2.39 -1.09
H 1.35 -1.56 -3.74
H 2.73 -3.96 0.33
C 3.25 -3.00 0.28
H 1.93 -0.11 -3.05
C -0.52 0.73 2.98
H 2.72 -0.98 -0.19
O -3.27 3.45 1.15
H -2.11 1.49 -1.59
O -1.37 3.94 -0.53
H -2.01 0.34 1.38
C 2.22 -1.92 0.02
S 0.22 -1.39 -1.57
O -0.92 -2.24 -1.92
H -3.11 0.85 -0.34
C -1.59 1.15 1.98
H -0.08 1.64 3.39
H 1.65 -1.78 0.94
```

Values from the calculation:
* ΔE to the lowest compared entry with this formula, charge and spin: 18.69 kcal/mol
* 2S+1: 2
* charge: +2
* HOMO energy (spin up / spin down): -16.93 / -16.93 eV

Entry from the Open Molecules 2025 dataset: 2 unconnected molecules or ions with the total composition C6H16P2S2 (ωB97M-V/def2-TZVPD).

Geometry as XYZ:
```
26
Properties=species:S:1:pos:R:3
C -1.45 1.61 0.11
H -0.02 0.02 -2.48
P -0.86 -0.07 -0.18
H 0.84 -1.88 1.27
P 1.43 0.23 0.12
H -0.90 2.41 -0.37
H -3.33 2.77 0.33
H -1.38 1.91 1.09
H 0.62 1.77 1.87
C 1.76 -1.55 0.56
H 1.00 0.11 2.59
H -3.61 1.02 0.30
H 2.77 -1.48 1.03
H 2.46 -3.39 -0.34
H -1.33 -1.19 -2.27
H -1.64 0.49 -2.40
S 4.61 0.86 -0.25
C -2.96 1.87 -0.05
H 1.92 -2.00 -1.51
H 0.80 -2.92 -0.50
H -3.15 1.85 -1.18
C -0.97 -0.21 -1.99
S -1.80 -1.61 0.66
C 1.73 -2.55 -0.57
C 1.27 0.86 1.90
H 2.21 1.09 2.26
```

Values from the calculation:
* 2S+1: 1
* HOMO energy (spin up / spin down): -8.50 / -8.48 eV

Entry from the Open Molecules 2025 dataset: 2 unconnected molecules or ions with the total composition C6H16S (ωB97M-V/def2-TZVPD).

Geometry as XYZ:
```
23
Properties=species:S:1:pos:R:3
C -6.65 -3.29 3.59
C -0.51 0.32 0.74
H -2.72 -0.49 -0.69
H 1.00 -0.78 -1.29
H 1.35 -1.65 0.24
H -1.46 0.68 1.17
H 0.22 0.21 1.56
H -5.68 -3.59 3.15
H -0.13 1.09 0.04
H -4.35 -2.35 5.12
H 0.46 -2.48 -1.08
H -1.10 -1.75 0.73
H -1.92 -1.80 -1.62
C -0.72 -1.00 0.00
H -1.40 -0.10 -1.84
H -6.96 -4.06 4.31
H -5.11 -1.11 6.17
H -5.63 -2.82 6.28
C -1.76 -0.84 -1.11
H -7.39 -3.24 2.78
S -6.55 -1.66 4.35
C -5.30 -2.03 5.59
C 0.61 -1.51 -0.56
```

Values from the calculation:
* ΔE to the lowest compared entry with this formula, charge and spin: 2.43 kcal/mol
* 2S+1: 1
* HOMO energy: -8.54 eV
* SMILES string: CC(C)C.CSC

Entry from the Open Molecules 2025 dataset: 2 unconnected molecules or ions with the total composition C6H16S4 (ωB97M-V/def2-TZVPD).

Geometry as XYZ:
```
26
Properties=species:S:1:pos:R:3
S -0.81 2.80 1.96
H 1.68 0.30 -0.97
H 0.82 -3.68 1.30
C -0.35 -1.15 2.04
H 0.20 -3.39 -2.50
S 1.72 -2.70 -0.73
H -0.97 1.54 -0.04
H -2.47 3.44 0.31
H -0.55 -1.77 2.92
H 0.26 0.89 1.09
H -2.43 4.45 1.79
S 1.14 2.47 -0.50
C 0.43 -3.30 0.33
S -0.90 -2.07 0.62
H 0.68 -0.76 2.11
C 0.68 -2.43 -2.24
H -1.04 -0.29 2.04
H -1.26 4.75 0.46
H 0.43 0.73 -2.18
C 1.34 1.08 -1.67
C -1.81 3.97 1.02
H 0.08 -4.17 -0.26
H -0.12 -1.69 -2.03
H 1.27 -2.08 -3.10
C -0.14 1.82 0.64
H 2.13 1.24 -2.42
```

Values from the calculation:
* ΔE to the lowest compared entry with this formula, charge and spin: 21.67 kcal/mol
* 2S+1: 1
* HOMO energy: -8.38 eV
* SMILES string: CSCSC.CSCSC

Entry from the Open Molecules 2025 dataset: C6H17ClSi2 in the gas phase (ωB97M-V/def2-TZVPD).

Geometry as XYZ:
```
26
Properties=species:S:1:pos:R:3
H 2.60 0.13 -0.84
H 2.73 1.69 0.99
H -1.45 -1.02 2.08
H 0.49 1.09 -2.77
Cl -1.13 2.01 1.48
H -2.35 -2.36 1.43
H -0.50 2.99 -2.23
C -2.83 -0.70 -1.12
C -1.67 -0.81 -0.02
H -2.98 -1.63 -1.56
C -2.20 -1.31 1.32
C 1.37 0.03 0.97
H -3.11 -0.79 1.58
Si 0.50 1.96 -1.71
C 2.12 1.14 1.68
H 1.67 2.69 -1.15
H 2.92 0.77 2.44
H -0.95 -1.69 -0.35
H -2.77 0.03 -1.83
H 1.11 -0.85 1.53
H 1.67 2.02 2.14
H -3.88 -0.57 -0.68
H 3.28 -1.11 0.20
H 1.92 -1.43 -0.74
Si -0.31 0.70 0.11
C 2.35 -0.60 -0.14
```

Values from the calculation:
* ΔE to the lowest compared entry with this formula, charge and spin: 18.32 kcal/mol
* 2S+1: 1
* HOMO energy: -9.44 eV
* SMILES string: CC(C)[Si]([SiH3])(Cl)C(C)C

Entry from the Open Molecules 2025 dataset: 2 unconnected molecules or ions with the total composition C6H17N2 (ωB97M-V/def2-TZVPD).

Geometry as XYZ:
```
25
Properties=species:S:1:pos:R:3
C 1.58 1.75 -0.68
N -3.80 -0.76 1.23
H -1.00 2.12 -0.69
H 2.64 -1.94 1.23
H 0.69 -0.97 -1.00
N -1.21 1.09 -0.69
H -0.29 0.64 -0.51
H -3.47 -0.66 2.18
H 1.06 2.25 0.15
H 0.52 -0.46 0.74
H -2.02 1.24 1.25
H 1.36 -2.93 0.42
H -2.85 -1.05 -0.66
C 2.25 0.45 -0.19
H -4.22 -1.69 1.13
H 2.71 0.60 0.82
C 1.30 -0.76 -0.03
C 2.05 -2.08 0.29
H 2.79 -2.26 -0.57
H 3.03 0.21 -0.85
C -2.08 0.64 0.37
C -2.85 -0.41 0.23
H 0.95 1.70 -1.58
H 2.38 2.44 -0.99
H -1.53 0.82 -1.58
```

Values from the calculation:
* ΔE to the lowest compared entry with this formula, charge and spin: 65.32 kcal/mol
* 2S+1: 2
* HOMO energy (spin up / spin down): -3.00 / -9.11 eV

Entry from the Open Molecules 2025 dataset: a molecular structure, C6H17N2 (ωB97M-V/def2-TZVPD).

Geometry as XYZ:
```
25
Properties=species:S:1:pos:R:3
H 0.76 -0.64 0.96
H -0.94 0.51 4.14
H -0.71 1.90 1.93
C -0.07 0.95 2.13
H -1.76 -0.24 2.74
H -1.68 -0.67 0.80
H 0.08 1.85 -0.59
C 1.54 -1.31 -3.05
C 0.15 0.24 0.81
N 1.55 0.34 -1.24
C -0.76 0.02 3.16
H 2.05 0.98 -1.83
H 2.36 -1.84 -2.61
C 0.87 1.16 -0.20
H -0.18 -0.07 -2.42
H 0.93 -2.03 -3.62
C 0.71 -0.58 -2.00
H 1.67 1.75 0.29
H -4.29 -0.46 0.19
H -4.14 -0.31 -0.61
H -0.20 -0.90 3.34
H 0.87 1.33 2.57
H 0.30 -1.29 -1.26
N -1.10 -0.09 0.15
H 1.98 -0.60 -3.78
```

Values from the calculation:
* ΔE to the lowest compared entry with this formula, charge and spin: 151.84 kcal/mol
* 2S+1: 1
* charge: +1
* HOMO energy: -13.84 eV

Entry from the Open Molecules 2025 dataset: 4 unconnected molecules or ions with the total composition C6H17N2 (ωB97M-V/def2-TZVPD).

Geometry as XYZ:
```
25
Properties=species:S:1:pos:R:3
H -1.34 1.15 2.67
H 0.64 1.84 -1.76
H 2.05 0.11 -1.27
C -0.81 -2.44 -1.85
H 1.27 0.81 -0.67
H -1.20 -0.27 -0.32
H -1.55 -2.33 -1.04
C 0.31 1.01 1.69
H -0.04 0.01 1.43
H 1.39 0.86 1.78
H -0.58 2.76 0.54
H -1.61 -2.35 5.51
H -2.08 -2.85 6.18
C 0.24 2.02 0.48
N 1.27 -1.46 -0.96
C -0.59 0.07 -1.23
H -0.53 -3.52 -1.93
C 0.32 1.25 -0.87
C 0.26 -1.27 -1.81
H -0.43 2.17 3.50
H 1.20 2.62 0.53
N -0.33 1.27 2.96
H -1.33 -2.05 -2.75
H 0.47 -0.88 -2.84
H -1.30 0.36 -1.99
```

Values from the calculation:
* ΔE to the lowest compared entry with this formula, charge and spin: 259.93 kcal/mol
* 2S+1: 1
* charge: +1
* HOMO energy: -12.76 eV